DFT (wB97M-V/def2-TZVPD) results for an isolated molecule of C5H10N2OS at a distorted geometry.

Last column: Mulliken charge in e.
Cartesian coordinates (Å):
1 C -2.999 -0.984 0.343  -0.798
2 C -1.938 -0.184 0.141  0.067
3 C 1.740 0.058 -0.079  -0.463
4 C 2.516 1.366 -0.321  -0.563
5 C 0.287 0.076 -0.440  -0.003
6 N -0.487 -2.169 0.111  -0.705
7 N -0.673 -0.723 0.186  0.296
8 O 1.252 -0.455 -1.260  -0.522
9 S 2.895 2.118 1.295  -0.235
10 H -4.010 -0.531 0.332  0.220
11 H -3.018 -2.084 0.440  0.297
12 H -2.123 0.890 -0.159  0.155
13 H 2.148 -0.600 0.621  0.518
14 H 1.834 2.056 -0.865  0.261
15 H 3.380 1.446 -0.946  0.389
16 H -0.049 1.041 -0.682  0.364
17 H 0.394 -2.168 -0.451  0.343
18 H -0.106 -2.578 0.985  0.246
19 H 1.670 1.586 1.687  0.130

As for the structure (SMILES): C=CN(N)[C@@H]1O[C@H]1CS. The LUMO energy is 0.80 eV. The maximum force comes out at 0.06340 hartree/bohr. The value obtained for the molar mass is 146.22 g mol⁻¹. The frontier orbital gap comes out at 8.771 eV. Its total energy is -779.3124 Ha. Its charge is 0.

***

DFT (wB97M-V/def2-TZVPD) results for an isolated molecule of C6H7NO3S2 at a distorted geometry.

Last column: Mulliken charge in e.
Cartesian coordinates (Å):
1 C 1.159 -0.075 -1.460  0.335
2 C 0.597 0.958 0.805  0.194
3 C -0.092 -0.276 -2.347  -0.413
4 C -0.461 -1.401 0.959  -0.662
5 C -0.296 -0.067 1.765  -0.359
6 C -0.858 0.409 -1.228  -0.257
7 N 0.392 0.579 -0.506  -0.064
8 O 2.331 -0.253 -1.460  -0.557
9 O 2.774 2.208 0.402  -0.482
10 O -1.574 0.565 1.963  -0.491
11 S -1.804 -0.953 -0.322  -0.189
12 S 1.886 1.745 1.466  0.271
13 H 0.121 0.479 -3.227  0.246
14 H -0.395 -1.214 -2.811  0.327
15 H 0.447 -1.786 0.283  0.198
16 H -0.918 -2.248 1.530  0.415
17 H 0.187 -0.199 2.638  0.738
18 H -1.577 1.170 -1.262  0.458
19 H -1.921 0.358 2.813  0.292

The LUMO energy is -0.51 eV. The maximum force comes out at 0.08996 hartree/bohr. The value obtained for the molar mass is 205.26 g mol⁻¹. The frontier orbital gap comes out at 8.264 eV. Its total energy is -1309.5602 Ha. Its charge is 0.

***

DFT (wB97M-V/def2-TZVPD) results for a structure of composition C11H23ClF4I2NO5SSi2.

Last column: Mulliken charge in e.
Cartesian coordinates (Å):
1 C 0.765 1.869 2.896  -1.346
2 C 1.130 0.508 2.299  0.176
3 C 0.336 -0.658 2.912  -0.092
4 Cl 1.333 -2.158 3.052  -0.225
5 Si -1.115 -1.063 1.802  -0.075
6 F -1.832 -2.406 2.323  -0.351
7 C -2.350 0.334 1.790  -1.036
8 C -2.717 0.918 0.408  1.788
9 O -4.135 1.080 0.300  -0.606
10 C -1.974 2.228 0.083  -1.308
11 N -0.746 1.971 -0.665  -0.199
12 O -0.481 -1.308 0.325  0.372
13 Si -0.416 -2.489 -0.824  -0.022
14 C 1.240 -3.300 -0.712  -1.178
15 C -0.706 -1.500 -2.424  -0.589
16 I 0.759 -2.010 -3.917  0.072
17 C -2.059 -1.427 -3.145  -0.403
18 C -2.296 -0.039 -3.721  -1.062
19 I -3.766 -1.912 -1.906  0.030
20 H -0.095 2.336 2.410  0.209
21 H 1.610 2.546 2.771  0.375
22 H 0.535 1.794 3.963  0.383
23 H 2.198 0.343 2.430  0.474
24 H 0.994 0.532 1.216  -0.229
25 H 0.034 -0.401 3.929  0.491
26 H -3.274 -0.020 2.255  0.551
27 H -1.940 1.115 2.440  0.459
28 H -2.429 0.232 -0.388  -1.046
29 H -4.364 1.958 0.622  0.368
30 H -2.639 2.823 -0.550  0.503
31 H -1.786 2.786 1.011  0.356
32 H 0.095 1.980 -0.099  0.023
33 H -0.608 2.635 -1.412  0.263
34 H -1.460 -3.517 -0.636  -0.120
35 H 1.268 -3.831 0.245  0.297
36 H 1.407 -4.029 -1.506  0.429
37 H 2.051 -2.568 -0.702  0.316
38 H -0.433 -0.478 -2.138  0.368
39 H -2.090 -2.163 -3.943  0.656
40 H -2.426 0.689 -2.918  0.218
41 H -3.183 -0.012 -4.355  0.408
42 H -1.417 0.260 -4.301  0.301
43 C 5.160 0.174 0.084  0.576
44 F 5.987 0.576 1.066  -0.253
45 F 5.930 -0.248 -0.934  -0.257
46 F 4.490 -0.899 0.546  -0.204
47 S 4.007 1.519 -0.436  1.113
48 O 4.901 2.562 -0.881  -0.678
49 O 3.293 1.790 0.798  -0.634
50 O 3.215 0.877 -1.463  -0.663

The LUMO energy is 2.09 eV. The maximum force comes out at 0.01343 hartree/bohr. The value obtained for the molar mass is 702.80 g mol⁻¹. The frontier orbital gap comes out at 8.274 eV. Its total energy is -3296.4313 Ha. Its charge is -1.

***

DFT (wB97M-V/def2-TZVPD) results for the ion C2H5N2O with charge +1 at a distorted geometry.

Last column: Mulliken charge in e.
Cartesian coordinates (Å):
1 C 0.312 0.117 -0.049  0.239
2 C -1.020 -0.981 -0.010  -0.224
3 N -0.691 1.049 -0.019  0.079
4 N 1.619 0.150 0.071  -0.301
5 O -1.777 0.249 0.105  -0.208
6 H -0.796 -1.395 -1.015  0.321
7 H -0.965 -1.610 0.968  0.342
8 H -0.752 2.069 -0.075  0.262
9 H 2.116 -0.684 -0.134  0.257
10 H 1.953 1.035 0.157  0.233

As for the structure (SMILES): [NH2+]=C1CON1. The LUMO energy is -3.98 eV. The maximum force comes out at 0.10050 hartree/bohr. The value obtained for the molar mass is 73.07 g mol⁻¹. The frontier orbital gap comes out at 10.895 eV. Its total energy is -263.5626 Ha. Its charge is +1.

***

Energy relative to the best compared isomer or geometry (same formula, charge and spin), respectively: 2.646; 2.562; 0.000; 4.128 eV.